Here is C5H6N as an isolated structure from the Open Molecules 2025 dataset. Energies are from ωB97M-V/def2-TZVPD.

Positions of all 12 atoms, in Å:
C 0.89339 -0.04738 -1.37000
C -0.76616 -0.45342 -0.27913
C 0.43725 0.24365 -0.04899
C -0.72026 -0.92723 -1.68491
C 0.96390 1.02618 1.14139
N 0.95933 -0.65790 -2.40786
H -1.63183 -0.58226 0.37547
H -0.47092 -1.95036 -1.63747
H -1.32980 -0.50874 -2.44432
H 1.74056 0.76320 1.79692
H 0.07259 0.87346 1.81923
H 1.15984 2.13089 0.87372

## Properties
charge: +1
relative energy (zero: lowest compared OMol25 entry of this formula, charge and spin): 4.6108 eV
electronic energy: -6760.5667 eV
orbital gap: 10.5211 eV
lowest unoccupied orbital energy: -5.242 eV
HOMO level: -15.763 eV

=====

Here is an isolated ion of composition C32H33F5N3O and charge +1 from the Open Molecules 2025 dataset. Energies are from ωB97M-V/def2-TZVPD.

Positions of all 74 atoms, in Å:
C 0.99374 -4.82327 2.26283
N 0.95243 -3.46436 1.75670
C 2.08308 -2.72269 1.63800
O 3.23385 -3.08798 1.88741
C 1.63724 -1.33946 1.11493
C 2.52974 -0.80975 0.01979
C 3.98013 -0.73803 0.37446
C 4.96344 -1.31425 -0.43877
F 4.58947 -1.92869 -1.59477
C 6.31168 -1.30849 -0.08644
F 7.22739 -1.91423 -0.87661
C 6.72389 -0.62629 1.06570
F 8.02909 -0.58647 1.41180
C 5.77379 0.00689 1.86662
F 6.16736 0.74221 2.93925
C 4.42938 -0.07958 1.53069
F 3.52352 0.52775 2.35331
N 0.25340 -1.56220 0.75043
C -0.45341 -0.62786 0.03746
C -1.81161 -0.62402 -0.14288
C -2.59110 0.25921 -1.12616
C -4.05168 0.47246 -0.55950
C -4.67362 1.69999 -0.63448
C -6.01610 1.86617 -0.32622
C -6.75628 0.82012 0.19136
C -6.17504 -0.45154 0.25703
C -4.83611 -0.61480 -0.10282
N -1.63175 1.31660 -1.53466
C -1.51077 1.25669 -3.08982
C -1.23555 2.67217 -3.62337
C -1.15339 3.65402 -2.48313
C -1.34973 2.89040 -1.12877
C -0.02589 3.01820 -0.38047
C 0.08220 3.68423 0.85549
C 1.35907 3.91722 1.41150
C 2.51802 3.37220 0.83105
C 2.40912 2.76558 -0.41063
C 1.16803 2.60913 -1.01994
C -0.25276 -2.87927 1.17889
C -0.71349 -3.70089 -0.03943
C -1.34121 -2.84971 2.27569
H 2.03632 -5.04988 2.52624
H 0.35944 -4.91063 3.16103
H 0.64156 -5.52570 1.48811
H 1.71276 -0.62793 1.94888
H 2.43796 -1.42473 -0.87742
H 2.22157 0.20266 -0.26315
H 0.23045 0.08203 -0.44517
H -2.35579 -1.40072 0.37954
H -2.76825 -0.40136 -2.12037
H -4.08600 2.57015 -0.97597
H -6.53709 2.83950 -0.44846
H -7.80290 0.89857 0.45514
H -6.70171 -1.32361 0.60265
H -4.37951 -1.58561 -0.06822
H -0.74053 0.89699 -1.23287
H -2.45989 0.87674 -3.48783
H -0.70818 0.53143 -3.29311
H -2.04914 2.92197 -4.32352
H -0.35528 2.65432 -4.28855
H -1.90293 4.43469 -2.58540
H -0.20344 4.18488 -2.54681
H -2.21688 3.26765 -0.60672
H -0.85807 4.01252 1.34741
H 1.46452 4.50142 2.31505
H 3.48315 3.50467 1.27796
H 3.30542 2.41638 -0.93924
H 1.08901 2.21434 -2.04569
H 0.14654 -3.86700 -0.70390
H -1.11004 -4.66842 0.30462
H -1.48887 -3.16201 -0.59589
H -0.86589 -2.57043 3.22947
H -2.12586 -2.12478 2.04429
H -1.77207 -3.86550 2.35636

## Properties
charge: +1
SMILES: CN1C(=O)[C@@H](Cc2c(F)c(F)c(F)c(F)c2F)N(/C=C/[C@@H](c2ccccc2)[N@H+]2CCC[C@@H]2c2ccccc2)C1(C)C
relative energy (zero: lowest compared OMol25 entry of this formula, charge and spin): 0.5935 eV
electronic energy: -53816.2402 eV
orbital gap: 8.6961 eV
lowest unoccupied orbital energy: -2.381 eV
HOMO level: -11.077 eV

=====

Here is a 2-piece molecular cluster, C4H12 overall from the Open Molecules 2025 dataset. Energies are from ωB97M-V/def2-TZVPD.

Positions of all 16 atoms, in Å:
C 1.99139 -0.02484 0.33741
C 2.80950 -0.59253 -0.84243
H 1.01010 0.32993 0.02103
H 1.80208 -0.71713 1.13671
H 2.51665 0.85065 0.77148
H 2.06280 -0.65002 -1.64519
H 3.23232 -1.58625 -0.72441
H 3.48635 0.09309 -1.33702
C -2.01025 0.90690 0.49327
C -2.66098 -0.44967 0.19646
H -2.37420 1.60142 -0.29376
H -2.38900 1.47400 1.35448
H -0.94684 0.93708 0.45622
H -3.73448 -0.30405 0.31455
H -2.15340 -1.28633 0.65483
H -2.64206 -0.58224 -0.89362

## Properties
SMILES: CC.CC
relative energy (zero: lowest compared OMol25 entry of this formula, charge and spin): 0.6551 eV
electronic energy: -4341.8732 eV
orbital gap: 12.4490 eV
lowest unoccupied orbital energy: 1.098 eV
HOMO level: -11.351 eV

=====

Here is a 2-piece molecular cluster, C6H16N2 overall from the Open Molecules 2025 dataset. Energies are from ωB97M-V/def2-TZVPD.

Positions of all 24 atoms, in Å:
C 0.87876 1.64168 -1.66338
C 0.49744 0.25340 -2.15801
C -0.15742 2.21821 -0.64013
N -0.09684 1.54239 0.60599
C -0.88669 0.44544 0.73182
C -0.02824 -0.73424 1.24193
N -0.48891 -1.95514 0.87947
C 0.59202 -2.87995 0.75764
H 1.79567 1.57762 -1.07704
H 0.94859 2.32837 -2.49982
H -0.57772 0.14647 -2.29682
H 0.74018 -0.48365 -1.38480
H 1.05060 -0.05960 -3.03373
H -0.04084 3.29352 -0.51829
H -1.12321 2.03559 -1.13483
H -2.66218 -1.55727 3.04902
H -1.66282 0.67410 1.48948
H -1.45902 0.14011 -0.15349
H 1.00049 -0.50461 0.82743
H 0.24948 -0.57924 2.29323
H -3.09083 -1.27141 2.50760
H 1.29917 -2.85679 1.60204
H 0.16521 -3.88697 0.70557
H 1.23911 -2.76336 -0.12241

## Properties
relative energy (zero: lowest compared OMol25 entry of this formula, charge and spin): 6.9247 eV
electronic energy: -9455.1497 eV
orbital gap: 5.1861 eV
lowest unoccupied orbital energy: -2.082 eV
HOMO level: -7.268 eV

=====

Here is one molecule with the formula C4H9N3 from the Open Molecules 2025 dataset. Energies are from ωB97M-V/def2-TZVPD.

Positions of all 16 atoms, in Å:
C 0.52120 0.45098 -1.74471
N -0.04642 -0.04851 -0.48376
C -0.00011 0.82595 0.64488
N -0.87147 0.50514 1.66468
C -0.90659 -1.28231 -0.60447
C 0.27093 -1.72646 0.02992
N 0.76786 1.84427 0.59750
H -1.37956 -0.36241 1.62351
H -0.64062 0.84448 2.58237
H 0.63752 2.45157 1.40126
H -1.84115 -1.24260 -0.05577
H -0.30610 0.80058 -2.36477
H 1.23012 1.24977 -1.55240
H 1.00891 -0.37770 -2.25534
H 0.38451 -2.03828 1.07785
H 1.17097 -1.89448 -0.56075

## Properties
relative energy (zero: lowest compared OMol25 entry of this formula, charge and spin): 4.3386 eV
electronic energy: -8760.1863 eV
orbital gap: 8.1524 eV
lowest unoccupied orbital energy: 0.863 eV
HOMO level: -7.290 eV

=====

Here is C5H6O2 as an isolated structure from the Open Molecules 2025 dataset. Energies are from ωB97M-V/def2-TZVPD.

Positions of all 13 atoms, in Å:
O -2.86523 -0.66162 0.09859
C -1.72375 -0.29629 0.05277
C -1.06516 1.08530 -0.10849
C 0.24776 0.32635 -0.10454
C 2.27797 0.12135 0.02197
O 1.33437 0.68130 -0.77640
C -0.37751 -1.03601 0.11094
H -1.27412 1.76200 0.72903
H -1.32435 1.61378 -1.03720
H 2.20276 0.24935 1.08875
H 3.00335 -0.53193 -0.45529
H -0.22236 -1.77094 -0.69056
H -0.21374 -1.54265 1.07043

## Properties
relative energy (zero: lowest compared OMol25 entry of this formula, charge and spin): 4.8678 eV
electronic energy: -9372.2278 eV
orbital gap (alpha / beta): 8.5261 / 8.1578 eV
lowest unoccupied orbital energy (alpha / beta): 0.231 / 0.286 eV
HOMO level (alpha / beta): -8.295 / -7.872 eV

=====

Question: Which formula does entry 5 have?
Answer: C4H9N3